No. 1
Formula: C2H5NOS
Source: the OMol25 dataset
Level of theory: wB97M-V/def2-TZVPD

Computed properties:
spin multiplicity	1
Kohn-Sham gap	9.570	eV
relative energy (zero: lowest compared OMol25 entry of this formula, charge and spin)	60.7	kcal per mole
charge	0
E_HOMO	-0.338	Eh
E	-607.31009	hartree
LUMO energy	0.38	eV

CARTESIAN COORDINATES (ANGSTROEM)
C: 1.49371 -0.12286 -0.10227
C: 0.10550 0.46930 -0.12631
H: 2.20140 0.57906 0.80171
H: 1.29169 -1.15789 0.24682
H: 1.95966 -0.10455 -1.24966
H: -1.10370 -1.40288 -0.03038
H: -2.52150 0.22565 1.31148
N: -0.93200 -0.44919 -0.40171
O: -0.09949 1.64195 -0.24752
S: -2.39527 0.32142 -0.20216

Forces on atoms 1 to 3 (eV/Å):
1.92 1.15 0.89
1.57 -0.37 -1.95
-2.11 -2.44 -3.23

Löwdin atomic charge list, values in e, 4 entries: C -0.045; C -0.706; H 0.181; H 0.048

=====

No. 2
Formula: C2H5NOS
Source: the OMol25 dataset
Level of theory: wB97M-V/def2-TZVPD

Computed properties:
spin multiplicity	1
Kohn-Sham gap (alpha / beta)	7.556 / 7.560	eV
relative energy (zero: lowest compared OMol25 entry of this formula, charge and spin)	69.2	kcal per mole
charge	0
E_HOMO (alpha / beta)	-0.277 / -0.277	Eh
E	-607.29650	hartree
LUMO energy (alpha / beta)	0.01 / 0.01	eV

CARTESIAN COORDINATES (ANGSTROEM)
C: -0.49471 0.27588 -0.49107
C: -1.87624 -0.02368 -0.34540
N: 2.46985 -0.09146 0.87117
O: 0.21295 0.62618 -1.33210
S: 0.98059 -0.53714 1.50245
H: -2.08499 -0.02283 0.70207
H: -2.07020 -1.03631 -0.66917
H: -2.53070 0.82087 -0.80563
H: 3.04065 -0.79078 0.24378
H: 2.35279 0.77928 0.32389

Forces on atoms 1 to 3 (eV/Å):
3.06 -1.65 1.61
-2.54 1.75 0.27
1.50 -0.43 -2.32

Löwdin atomic charge list, values in e, 4 entries: C -0.397; C -0.065; N -0.538; O 0.122

=====

No. 3
Formula: C2H5NOS
Source: the OMol25 dataset
Level of theory: wB97M-V/def2-TZVPD

Computed properties:
spin multiplicity	1
SMILES string	C#[N+][O-].CS
Kohn-Sham gap	9.842	eV
relative energy (zero: lowest compared OMol25 entry of this formula, charge and spin)	101.7	kcal per mole
charge	0
E_HOMO	-0.332	Eh
E	-607.24468	hartree
LUMO energy	0.82	eV

CARTESIAN COORDINATES (ANGSTROEM)
C: -2.48244 -0.95732 -0.09892
N: -3.05119 0.03442 -0.03738
O: -3.53465 1.07278 -0.25649
H: -2.42050 -1.98018 0.26474
C: 2.19674 0.60912 -0.23790
S: 0.75291 -0.46629 -0.05787
H: 3.06103 -0.11368 -0.07696
H: 2.03334 1.49064 0.45640
H: 2.41122 0.87564 -1.23044
H: 1.03355 -0.56513 1.27482

Forces on atoms 1 to 3 (eV/Å):
0.82 -3.30 1.07
0.06 0.02 -0.97
-1.20 2.50 0.25

Löwdin atomic charge list, values in e, 4 entries: C 0.061; N -0.248; O 0.049; H 0.087

=====

No. 4
Formula: C2H5NOS
Source: the OMol25 dataset
Level of theory: wB97M-V/def2-TZVPD

Computed properties:
spin multiplicity	1
SMILES string	OSN1CC1
Kohn-Sham gap	8.819	eV
relative energy (zero: lowest compared OMol25 entry of this formula, charge and spin)	80.7	kcal per mole
charge	0
E_HOMO	-0.314	Eh
E	-607.27823	hartree
LUMO energy	0.28	eV

CARTESIAN COORDINATES (ANGSTROEM)
O: 2.37655 0.48755 0.71855
S: 1.52451 -0.59898 -0.47085
N: 0.06429 0.24042 -0.33199
C: -0.87276 -0.18113 0.65122
C: -1.22784 -0.06121 -0.78080
H: 3.01938 0.93936 0.13719
H: -1.09569 0.59130 1.44018
H: -0.60446 -1.16697 1.02360
H: -1.37815 -1.07675 -1.32477
H: -1.80581 0.82640 -1.06234

Forces on atoms 1 to 3 (eV/Å):
-0.58 -1.63 -2.38
0.72 1.76 1.68
2.31 1.23 0.19

Löwdin atomic charge list, values in e, 4 entries: O -0.421; S 0.879; N -0.502; C -0.221

=====

No. 5
Formula: C2H5NOS2
Source: the OMol25 dataset
Level of theory: wB97M-V/def2-TZVPD

Computed properties:
spin multiplicity	1
SMILES string	O/C=N/S.C=S
Kohn-Sham gap	8.491	eV
relative energy (zero: lowest compared OMol25 entry of this formula, charge and spin)	56.5	kcal per mole
charge	0
E_HOMO	-0.321	Eh
E	-1005.48380	hartree
LUMO energy	-0.24	eV

CARTESIAN COORDINATES (ANGSTROEM)
O: 0.47198 -2.21281 -0.10693
C: -0.51963 -1.41098 0.43225
N: -0.96309 -0.33213 -0.08065
S: -2.09474 0.48383 0.85809
H: 0.43733 -2.27898 -1.07812
H: -0.85581 -1.69673 1.34576
H: -2.19957 1.55109 0.05478
C: 1.51484 1.46442 -0.19892
S: 0.94965 1.47914 -1.72455
H: 1.09904 2.22549 0.38954
H: 2.15999 0.72765 0.10875

Forces on atoms 1 to 3 (eV/Å):
-1.13 0.38 0.22
1.13 1.50 -3.21
0.76 -1.47 -0.41

Löwdin atomic charge list, values in e, 4 entries: O 0.013; C -0.377; N -0.403; S 0.718

=====

No. 6
Formula: C2H5NS
Source: the OMol25 dataset
Level of theory: wB97M-V/def2-TZVPD

Computed properties:
spin multiplicity	1
Kohn-Sham gap	8.709	eV
relative energy (zero: lowest compared OMol25 entry of this formula, charge and spin)	62.3	kcal per mole
charge	0
E_HOMO	-0.297	Eh
E	-532.04328	hartree
LUMO energy	0.62	eV

CARTESIAN COORDINATES (ANGSTROEM)
C: 0.58404 0.29544 -0.26747
C: -0.09605 -1.01368 -0.03777
N: -0.65805 1.19033 0.02373
S: -1.75939 -0.16177 0.05637
H: 1.41330 0.43761 0.41877
H: 0.74886 0.64400 -1.29192
H: -0.15181 -1.74446 -0.94317
H: 0.36644 -1.36502 0.90039
H: -0.44734 1.71755 1.14106

Forces on atoms 1 to 3 (eV/Å):
-1.75 2.38 -0.81
-0.86 -1.64 -1.50
2.14 2.46 4.36

Löwdin atomic charge list, values in e, 4 entries: C -0.352; C -0.454; N -0.457; S 0.743

=====

No. 7
Formula: C2H5NS
Source: the OMol25 dataset
Level of theory: wB97M-V/def2-TZVPD

Computed properties:
spin multiplicity	3
Kohn-Sham gap (alpha / beta)	7.053 / 6.718	eV
relative energy (zero: lowest compared OMol25 entry of this formula, charge and spin)	20.6	kcal per mole
charge	0
E_HOMO (alpha / beta)	-0.225 / -0.367	Eh
E	-531.97684	hartree
LUMO energy (alpha / beta)	0.92 / -3.27	eV

CARTESIAN COORDINATES (ANGSTROEM)
C: -0.07094 -1.32587 -1.75451
C: 0.33779 0.87631 1.43921
N: -1.11899 -0.72325 -1.81961
S: 1.29721 -1.84791 -2.32753
H: 1.33560 1.14070 1.35586
H: 0.22558 0.21787 0.60142
H: -0.00102 0.38713 2.34940
H: -1.84814 -0.47850 -1.10383
H: -0.15707 1.75353 1.25958

Forces on atoms 1 to 3 (eV/Å):
-0.92 -0.94 3.66
-0.34 -2.01 0.01
-3.04 2.17 -1.61

Löwdin atomic charge list, values in e, 4 entries: C -0.880; C -0.015; N 0.058; S 0.742

=====

No. 8
Formula: C2H5NS2
Source: the OMol25 dataset
Level of theory: wB97M-V/def2-TZVPD

Computed properties:
spin multiplicity	1
Kohn-Sham gap	6.365	eV
relative energy (zero: lowest compared OMol25 entry of this formula, charge and spin)	135.2	kcal per mole
charge	0
E_HOMO	-0.311	Eh
E	-930.12403	hartree
LUMO energy	-2.09	eV

CARTESIAN COORDINATES (ANGSTROEM)
C: -0.99305 0.13570 0.03085
C: 0.22552 -0.90714 0.19344
H: -1.66417 2.44048 0.42763
H: 0.11788 1.91697 -0.27908
H: 0.25630 -1.11361 1.35450
H: 0.19009 -1.69952 -0.58668
H: 3.25769 -1.45693 -1.19084
N: -0.84915 1.52862 -0.06407
S: -2.51507 -0.68536 0.00592
S: 1.97397 -0.15921 0.10833

Forces on atoms 1 to 3 (eV/Å):
-1.79 -0.17 -0.22
0.84 2.11 1.34
3.24 -4.52 -2.29

Löwdin atomic charge list, values in e, 4 entries: C -0.891; C -0.597; H 0.272; H 0.062

=====

No. 9
Formula: C2H5NS2
Source: the OMol25 dataset
Level of theory: wB97M-V/def2-TZVPD

Computed properties:
spin multiplicity	1
SMILES string	CSNC=S
Kohn-Sham gap	9.201	eV
relative energy (zero: lowest compared OMol25 entry of this formula, charge and spin)	19.7	kcal per mole
charge	0
E_HOMO	-0.319	Eh
E	-930.30807	hartree
LUMO energy	0.52	eV

CARTESIAN COORDINATES (ANGSTROEM)
C: -1.72084 0.65761 -0.00441
S: -0.93160 -1.00368 0.08914
N: 0.73663 -0.69894 -0.40721
C: 1.78122 -0.45328 0.43774
S: 3.31337 -0.15997 -0.03512
H: -1.33015 1.10557 -0.91646
H: -1.51217 1.26225 0.84029
H: -2.77403 0.49116 -0.09683
H: 0.99838 -0.74798 -1.36411
H: 1.43919 -0.45274 1.45697

Forces on atoms 1 to 3 (eV/Å):
1.14 -0.93 -0.97
1.25 0.48 -0.28
-0.76 0.11 1.44

Löwdin atomic charge list, values in e, 4 entries: C -0.371; S 0.830; N -0.402; C -0.823

=====

No. 10
Formula: C2H5NS2
Source: the OMol25 dataset
Level of theory: wB97M-V/def2-TZVPD

Computed properties:
spin multiplicity	1
Kohn-Sham gap (alpha / beta)	7.325 / 7.330	eV
relative energy (zero: lowest compared OMol25 entry of this formula, charge and spin)	102.6	kcal per mole
charge	0
E_HOMO (alpha / beta)	-0.283 / -0.283	Eh
E	-930.17600	hartree
LUMO energy (alpha / beta)	-0.38 / -0.38	eV

CARTESIAN COORDINATES (ANGSTROEM)
C: 1.76705 0.50284 -0.80389
C: -1.85186 -0.84882 0.40917
N: 0.91775 -0.33654 -0.38478
S: -1.35680 0.40109 -0.60259
S: 0.90799 -1.64424 0.48841
H: 1.63650 1.36110 -1.53311
H: 2.90758 0.41164 -0.50925
H: -2.09204 -1.75182 -0.24526
H: -2.17465 -0.57725 1.34654
H: -0.89662 1.39399 0.35022

Forces on atoms 1 to 3 (eV/Å):
3.30 0.36 -0.04
1.47 -0.82 -4.12
0.51 1.91 -1.35

Löwdin atomic charge list, values in e, 4 entries: C -0.193; C -0.500; N -0.844; S 0.778